This record from OMol25 describes 2 unconnected molecules or ions with the total composition C11H18 in a non-equilibrium geometry. The level of theory is wB97M-V/def2-TZVPD.

Summary:
relative energy (zero: lowest compared OMol25 entry of this formula, charge and spin): 57.91 kcal/mol
gap between HOMO and LUMO: 9.7677 eV
E_tot: -11696.7689 eV
structure (SMILES): Cc1ccccc1.CC(C)C

Last column: Löwdin charge in e.
Geometry (Å):
C1 1.25345 -0.13272 1.89836  -0.55
C2 1.67933 1.33090 1.82663  -0.12
C3 2.05551 -0.74328 2.96282  -0.14
C4 -0.24337 -0.23911 2.13256  -0.10
H1 1.53084 -0.59615 0.85561  0.15
H2 1.12746 1.79434 0.94523  0.09
H3 1.65323 -0.30444 3.91340  0.09
H4 1.98926 -1.85890 2.83831  0.10
H5 3.13783 -0.45339 3.05473  0.09
H6 -0.83328 0.56337 1.64778  0.08
H7 -0.71572 -1.18400 1.69866  0.08
H8 -0.54589 -0.48073 3.18577  0.08
H9 2.77117 1.45181 1.74921  0.07
H10 1.43066 1.99294 2.68125  0.08
C5 -0.20302 1.71867 -2.85181  -0.09
C6 -0.55573 -1.54597 -1.39110  -0.12
C7 -1.93979 -1.74559 -1.19067  -0.13
C8 -0.01179 -0.52670 -2.13658  -0.05
C9 -0.88979 0.52835 -2.51147  -0.35
C10 -2.72046 -0.71837 -1.58359  -0.13
C11 -2.21682 0.39869 -2.26181  -0.07
H11 0.22846 -2.16200 -0.82419  0.12
H12 -2.14737 -2.82976 -0.86125  0.13
H13 1.06366 -0.36654 -2.30763  0.12
H14 -3.82809 -1.07436 -1.84179  0.15
H15 -0.83965 2.62687 -2.68314  0.10
H16 0.07909 1.71816 -3.97933  0.12
H17 -3.02613 0.99485 -2.72440  0.12
H18 0.71694 1.84309 -2.24155  0.09